4 unconnected molecules or ions with the total composition C10H28Cl3O12P3 at a distorted geometry. Source: OMol25; level of theory: ωB97M-V with the def2-TZVPD basis set.

Summary:
- SMILES: COP(=O)(OC)OC.COP(=O)(OC)OC.COP(=O)(OC)OC.ClC(Cl)Cl
- Net charge: 0
- Relative energy (zero: lowest compared OMol25 entry of this formula, charge and spin): 0.00 kcal per mole
- Spin multiplicity: 1

CARTESIAN COORDINATES (ANGSTROEM)
C -1.815 3.481 5.872
O -1.764 2.398 4.943
P -1.931 0.917 5.455
O -0.943 0.412 6.407
O -3.423 0.913 5.966
C -3.886 -0.131 6.831
O -2.018 0.120 4.107
C -0.924 0.141 3.197
H -0.815 3.766 6.190
H -2.405 3.234 6.756
H -2.320 4.305 5.374
H -4.092 0.296 7.812
H -3.152 -0.926 6.943
H -4.811 -0.518 6.410
H -0.032 0.646 3.569
H -1.251 0.574 2.254
H -0.612 -0.882 2.976
C 4.062 3.749 -8.382
O 4.089 3.980 -6.974
P 3.294 3.019 -6.013
O 1.972 2.613 -6.479
O 3.347 3.788 -4.638
C 2.944 5.171 -4.581
O 4.311 1.833 -5.753
C 3.796 0.589 -5.295
H 3.263 3.064 -8.669
H 5.020 3.332 -8.689
H 3.886 4.693 -8.894
H 2.319 5.279 -3.698
H 2.354 5.454 -5.450
H 3.841 5.773 -4.478
H 4.170 0.384 -4.290
H 4.132 -0.248 -5.911
H 2.710 0.544 -5.287
C -3.996 -2.869 0.509
O -2.782 -2.952 1.279
P -1.512 -3.586 0.599
O -1.292 -3.243 -0.802
O -1.648 -5.155 0.780
C -1.765 -5.735 2.088
O -0.416 -3.128 1.633
C 0.885 -3.719 1.597
H -4.209 -1.824 0.312
H -4.781 -3.345 1.093
H -3.907 -3.413 -0.432
H -2.750 -6.189 2.166
H -1.639 -4.993 2.875
H -1.009 -6.512 2.181
H 1.224 -3.808 2.628
H 1.571 -3.053 1.073
H 0.893 -4.692 1.108
C 0.723 -0.812 -1.678
Cl 0.704 0.128 -3.165
Cl -0.207 -0.002 -0.414
Cl 2.373 -1.104 -1.141
H 0.225 -1.756 -1.871